The following is a quantum chemistry calculation of 3 unconnected molecules or ions with the total composition C9H9F3O9 in a non-equilibrium geometry, from OMol25.

Last column: natural (NBO) charge in e.
Geometry (Å):
O: 12.4264 11.9255 16.1938  -0.55
C: 11.6490 12.0320 15.2433  0.97
O: 10.4460 11.3910 15.0506  -0.49
C: 9.9885 11.6068 13.7101  -0.12
C: 10.6905 12.9617 13.3990  0.44
F: 9.8435 13.8593 13.8187  -0.33
O: 11.8233 12.9266 14.2231  -0.49
H: 10.3468 10.8262 13.0391  0.18
H: 8.8991 11.5708 13.7079  0.21
H: 10.7853 13.1602 12.3314  0.17
O: 3.7394 2.0418 8.6853  -0.57
C: 3.4541 2.9766 9.4510  0.96
O: 3.2019 4.2010 9.0560  -0.46
C: 3.2076 4.9904 10.1802  -0.13
C: 2.6578 4.0469 11.2481  0.43
F: 1.2870 4.1396 11.1068  -0.35
O: 3.1244 2.8098 10.8028  -0.49
H: 4.1982 5.4039 10.3696  0.20
H: 2.4991 5.8067 10.0394  0.23
H: 2.9820 4.1926 12.2785  0.18
O: 3.2066 7.3999 11.9771  -0.59
C: 4.3620 7.8379 12.1183  0.98
O: 4.7424 8.7788 12.9652  -0.47
C: 6.1290 8.8629 13.1318  -0.14
C: 6.6426 7.9827 11.9482  0.44
F: 7.3282 6.9095 12.3246  -0.32
O: 5.4512 7.5139 11.3744  -0.50
H: 6.5857 9.8453 13.2527  0.21
H: 6.1586 8.3452 14.0906  0.22
H: 7.2314 8.5044 11.1937  0.16

Its SMILES is O=C1OC[C@@H](F)O1.O=C1OC[C@@H](F)O1.O=C1OC[C@@H](F)O1. For the HOMO-LUMO gap, the calculation gives 10.66 eV. As for the highest occupied orbital energy: -0.4022 Ha. As for the spin multiplicity: 1. The value obtained for the calculated total energy is -1325.10168 a.u.

=====

The following is a quantum chemistry calculation of 2 unconnected molecules or ions with the total composition C9H9IN in a non-equilibrium geometry, from OMol25.

Last column: natural (NBO) charge in e.
Geometry (Å):
C: -0.7289 0.8359 -2.5929  -0.18
C: -1.7676 0.0423 -2.0640  -0.18
C: 0.5790 0.8217 -2.1169  -0.18
C: -1.6546 -0.4662 -0.7786  -0.21
C: 0.7470 0.2483 -0.8980  -0.04
C: -0.3423 -0.4291 -0.2824  0.07
C: 1.3851 -0.5583 1.1349  0.19
C: 1.9710 0.0780 -0.0505  -0.57
C: -0.8358 -0.3238 3.2631  -0.01
N: 0.0815 -0.8264 1.0161  -0.41
I: 2.6050 -0.9897 2.8076  0.27
H: -0.9377 1.3082 -3.5808  0.23
H: -2.6421 -0.1241 -2.7113  0.24
H: 1.3399 1.5584 -2.5523  0.24
H: -2.5059 -0.9370 -0.3084  0.24
H: 2.8107 -0.5461 -0.5047  0.30
H: 2.3537 1.1325 0.2133  0.29
H: -0.7239 -1.3734 3.6071  0.24
H: -1.7644 0.1936 3.0174  0.22
H: 0.0303 0.3550 3.3812  0.21

For the HOMO-LUMO gap (alpha / beta), the calculation gives 5.64 / 5.64 eV. As for the highest occupied orbital energy (alpha / beta): -0.4518 / -0.4518 Ha. As for the spin multiplicity: 1. The value obtained for the calculated total energy is -700.40830 a.u. As for the total charge: +1.